{"formula": "C33H54As3Br3NORuS", "method": "wB97M-V/def2-TZVPD", "species": ["H", "C", "C", "As", "H", "H", "C", "H", "H", "C", "H", "Br", "C", "H", "H", "C", "C", "C", "C", "H", "H", "N", "H", "C", "H", "H", "H", "H", "C", "C", "H", "O", "Ru", "H", "H", "H", "H", "H", "H", "H", "C", "S", "H", "C", "H", "H", "C", "H", "C", "H", "H", "H", "H", "H", "C", "C", "C", "C", "H", "H", "H", "As", "C", "Br", "C", "C", "H", "H", "C", "H", "H", "C", "H", "C", "H", "H", "C", "H", "H", "C", "As", "C", "C", "C", "H", "H", "H", "H", "H", "H", "H", "Br", "H", "H", "C", "C", "H"], "xyz": [[0.12380, 0.50114, -4.52264], [3.09032, -0.36469, -0.42363], [-0.34600, -0.46545, -4.31258], [-1.68917, -0.58099, -5.79195], [3.35012, 3.58994, 4.16488], [1.12747, -2.09845, -6.04767], [2.22385, 2.53223, 5.70850], [-2.91771, -0.19104, 2.86272], [-0.92933, -0.30188, -3.40143], [-2.77600, -2.69544, -2.95321], [-0.31068, 2.89642, 4.73321], [2.19171, -1.82702, 2.71480], [-2.13082, -4.06957, 1.57453], [-3.56674, -2.80324, -2.21066], [1.09263, 0.98832, 0.30781], [0.20323, -2.83599, -3.58300], [-1.94233, 3.08485, 2.31581], [-2.01988, 1.77237, 3.11223], [-2.45305, 0.25346, -1.46552], [3.00354, 0.20541, 4.53314], [4.15817, 2.12633, 4.74911], [-1.27968, 0.15975, -0.90279], [4.00479, -0.83949, -0.77927], [-0.62373, 0.25322, -7.20395], [-2.46114, -4.94316, 1.02718], [-2.28637, 2.87673, 5.00920], [-1.22228, 0.27186, -8.11359], [3.01134, 0.62496, -0.86596], [-0.65690, 1.41171, -0.86936], [-2.90038, 0.77431, 2.35799], [2.10791, -0.72769, -5.53075], [-0.45932, -0.45435, 1.77347], [-0.59084, -1.62373, -0.06410], [3.09742, 2.25788, 7.66287], [-2.31527, -4.15167, 2.63838], [1.95177, 3.29216, 0.13651], [3.13741, 0.79109, 6.69291], [-2.95116, 3.46055, 2.13423], [-1.97171, -5.09331, -1.20762], [3.12629, -0.29143, 0.65877], [1.65411, -0.84696, -2.87184], [-2.90535, 1.77940, -2.05831], [0.52943, 3.51735, 6.67520], [-0.93304, 3.72911, -1.58407], [-0.20907, -5.20932, -1.39454], [-1.51426, 4.49473, -2.07963], [0.77208, -1.46964, -3.98958], [-1.45014, 2.93929, 1.35485], [2.48402, -3.20672, -1.00665], [-2.87349, -1.74700, -3.47739], [-2.57513, 0.62181, 1.33063], [-2.13358, -3.11448, -5.85868], [1.22769, 4.44019, 5.32747], [-3.76400, 2.33312, 4.24830], [0.55515, 1.73275, -0.25474], [1.45767, 3.77457, 6.16183], [-1.62703, -2.40885, -6.51248], [1.44268, 1.69981, 4.71244], [-0.39785, 1.28215, -6.92710], [-2.19410, -2.36863, -7.44280], [-1.26872, -5.29381, -2.81609], [-1.05259, -2.90559, -2.08342], [1.36645, -0.22642, 3.27589], [-0.23176, -3.80315, 1.30173], [-2.73007, 2.05379, 4.45104], [0.14530, 2.01968, 4.30138], [-2.87250, -3.49811, -3.68190], [2.90530, -3.35580, -0.01219], [-1.39864, 2.41653, -1.49784], [2.71153, -0.90655, -3.14311], [-3.11359, -0.59267, -1.56860], [1.67766, -1.67791, -5.20919], [1.61739, 1.32475, 7.42456], [2.02795, 0.52190, 4.19194], [1.01906, -3.51905, -3.33413], [0.67070, 5.02757, -1.05873], [3.54061, 2.97472, 5.04618], [-1.39158, 3.84784, 2.86740], [0.30294, -0.28368, -7.39976], [-1.12539, -4.83025, -1.84072], [1.60865, -1.47298, -1.02879], [0.28382, 4.01909, -1.00892], [0.05658, 0.14049, 2.75507], [2.53462, 1.66480, 6.94166], [-3.92072, 1.16037, 2.34295], [3.29412, -3.22499, -1.73521], [-2.73719, 1.16900, 5.08977], [4.11687, 3.56961, 5.75511], [1.78722, -4.01498, -1.21720], [2.07319, 4.33438, 6.86525], [1.43321, 0.21902, -2.76768], [-3.04353, -2.50105, 0.90312], [2.49886, -2.35733, -4.97132], [-0.32923, -3.28656, -4.42251], [-0.59250, 1.28806, 3.39614], [1.01604, 3.02801, -0.33901], [-0.62713, -2.76749, -6.74437]], "mulliken_spin": [0.0000, 0.0015, 0.0009, 0.0000, -0.0005, 0.0000, 0.0494, 0.0000, -0.0015, -0.0003, -0.0029, 0.0116, 0.0013, -0.0002, -0.0037, -0.0012, 0.0294, 0.0351, 0.0000, 0.0059, -0.0009, -0.0006, -0.0001, 0.0000, -0.0002, 0.0003, 0.0000, 0.0004, -0.0142, -0.0010, 0.0000, 0.3085, 0.0085, 0.0026, 0.0001, -0.0003, -0.0015, 0.0007, 0.0001, -0.0020, 0.0005, 0.0001, -0.0010, -0.0007, -0.0001, -0.0001, 0.0000, -0.0050, 0.0013, 0.0002, -0.0009, 0.0000, -0.0006, -0.0005, 0.0313, 0.0084, 0.0000, 0.0280, 0.0000, 0.0000, 0.0001, 0.0077, 0.0828, 0.0020, 0.0188, -0.0206, -0.0002, -0.0009, 0.0018, -0.0003, 0.0002, 0.0002, -0.0003, 0.0630, -0.0003, 0.0001, 0.0331, 0.0011, 0.0000, 0.0010, 0.0000, -0.0001, 0.1816, 0.0307, -0.0005, 0.0000, -0.0030, 0.0022, 0.0002, -0.0002, 0.0004, 0.0027, 0.0000, 0.0000, 0.1221, -0.0115, 0.0000], "e_above_lowest_kcal_mol": 0.0, "charge": 2, "e_homo_ev": [-12.90, -12.90], "multiplicity": 2, "orbital_gap_ev": [7.6, 5.8]}

---

{"formula": "C32H24ClF3N5O16P2S2W", "method": "wB97M-V/def2-TZVPD", "species": ["C", "H", "C", "C", "C", "C", "C", "O", "H", "O", "O", "C", "C", "N", "H", "N", "C", "S", "O", "H", "H", "C", "F", "C", "H", "C", "C", "O", "C", "H", "N", "C", "O", "H", "H", "O", "H", "H", "O", "F", "O", "O", "S", "C", "H", "C", "H", "H", "N", "H", "C", "H", "C", "Cl", "P", "C", "O", "H", "C", "P", "O", "N", "C", "O", "W", "O", "H", "C", "H", "C", "C", "H", "H", "O", "O", "C", "C", "C", "C", "H", "C", "H", "H", "C", "C", "F"], "xyz": [[-0.22209, 0.33194, 4.32582], [1.51999, -3.50376, 0.00117], [-3.75901, -1.99648, -0.13535], [2.58572, 1.67472, -0.09236], [1.19845, -4.73989, -1.73421], [4.77314, 2.75553, 0.07619], [-2.81611, -0.96320, -0.12901], [-0.80906, -3.08141, 1.74240], [5.59767, 0.31523, -0.94413], [6.75251, 3.81397, -0.24320], [-3.02715, 3.93489, 1.48404], [-0.42102, -3.23189, -0.80440], [2.29321, -0.40180, -1.01613], [0.65187, 2.83767, 0.69097], [2.18153, -5.19012, -1.70699], [-2.91871, 0.13905, -0.88949], [2.78636, 3.99965, 0.68561], [-0.31713, 0.21258, -2.86951], [-0.71912, 1.90048, -1.28311], [-1.92332, 2.40915, -3.51428], [-5.06415, 2.44437, 1.32157], [-0.22129, 1.18971, 3.12271], [1.13608, -1.90139, -3.67081], [-0.01895, 0.05309, 6.70366], [0.13272, 0.46403, 7.68762], [0.84369, -3.80529, -0.78293], [-0.95946, -4.52666, -2.73859], [-0.88413, 4.40085, -1.01087], [2.15132, 5.18213, 1.11718], [0.26317, 6.02514, 1.66242], [-1.68025, -0.95364, 0.64416], [0.29455, -5.12581, -2.72357], [-0.45597, -0.50397, -1.55811], [-0.95539, 3.93667, 1.40730], [-1.68095, -4.79319, -3.49542], [-1.93488, 1.65505, 1.04244], [1.62963, -1.18935, -1.34284], [4.80794, 4.77434, 0.69587], [-1.87713, 3.27786, -3.07545], [0.32168, -0.70266, -5.27118], [-0.46632, 2.38226, 3.13586], [-2.93509, 2.85977, -0.86022], [-0.62139, -2.18905, 0.63993], [3.99388, 1.60302, -0.26749], [-0.50573, -1.45870, 3.18517], [-5.01636, -0.68991, -1.68669], [1.28104, -6.94200, -3.25677], [0.04320, 1.94951, 5.70693], [6.23105, 2.74988, -0.03406], [-5.88778, -0.52723, -2.29745], [4.52969, 0.42603, -0.81922], [1.28599, -5.71501, -4.51032], [-0.37014, -1.04689, 4.17495], [-0.08451, -2.34601, 7.91155], [-1.53011, 3.21778, -1.56328], [-4.01496, 0.26049, -1.64730], [-1.54495, 0.69278, -3.42351], [-5.65208, -2.59886, -0.91780], [0.08746, 3.96110, 1.13050], [-3.05437, 2.68104, 0.75225], [6.80492, 1.69790, 0.10889], [1.74406, 0.67085, -0.44826], [-4.88689, -1.83950, -0.91547], [0.11902, 0.58829, 1.98060], [-0.54852, 0.77816, 0.16994], [0.60645, -1.37245, 0.66538], [-2.31186, -3.15492, -1.81649], [-1.32708, -3.58699, -1.78367], [-0.19179, -6.61723, -4.18115], [-0.06568, 0.88119, 5.60034], [-0.34433, -1.87336, 5.27923], [-4.07822, 1.16221, -2.23655], [4.02956, -1.48385, -1.63780], [-4.41649, 1.88935, 0.88020], [0.88461, 0.97789, -2.95152], [0.06796, -1.20018, -4.06899], [-0.15632, -1.32135, 6.54133], [3.66296, -0.57087, -1.19661], [0.68127, -6.16413, -3.72337], [-3.59575, -2.86953, 0.47758], [4.18783, 3.91085, 0.49621], [-0.45708, -2.93780, 5.15659], [2.73773, 6.07514, 1.27305], [0.80213, 5.15342, 1.33332], [1.98280, 2.86366, 0.44480], [-0.95575, -2.04428, -4.17979]], "lowdin_charge": [-0.1212, 0.1193, -0.0012, -0.0885, -0.0079, -0.0655, -0.3934, -0.2278, 0.1208, 0.1178, -0.1779, -0.2621, -0.1053, 0.0441, 0.1268, 0.0567, -0.1041, 0.6010, -0.4623, 0.0625, 0.1103, -0.4600, 0.1445, -0.0825, 0.1107, -0.0643, -0.0228, -0.1675, 0.0460, 0.1322, -0.2039, -0.2527, -0.4472, 0.0745, 0.1257, -0.3501, 0.0873, 0.1412, -0.0271, 0.1730, 0.1081, -0.2164, 0.7030, -0.0378, 0.0718, -0.0192, 0.0882, 0.1254, -0.3497, 0.1166, 0.0589, 0.0934, 0.0003, 0.7221, 0.3289, -0.0973, -0.2527, 0.1223, -0.1129, 0.3138, 0.0963, 0.0349, -0.0229, -0.2031, 2.1201, -0.3779, 0.1031, -0.0480, 0.0843, 0.0062, -0.0727, 0.1209, 0.1269, -0.0456, -0.2251, -0.6218, -0.6652, 0.0246, -0.0297, 0.1283, 0.0892, 0.1128, 0.1336, 0.0215, -0.1032, 0.1468], "e_above_lowest_kcal_mol": 67.8, "charge": 1, "e_homo_ev": -11.41, "orbital_gap_ev": 6.0}

---

{"formula": "C25H24BMnN10O3S", "method": "wB97M-V/def2-TZVPD", "species": ["S", "C", "C", "C", "H", "H", "C", "N", "N", "H", "C", "C", "C", "H", "H", "C", "H", "O", "B", "C", "N", "H", "H", "C", "C", "C", "C", "H", "C", "N", "O", "H", "N", "H", "H", "C", "O", "N", "H", "N", "C", "H", "H", "C", "C", "H", "H", "C", "C", "C", "H", "H", "H", "H", "N", "N", "H", "Mn", "H", "C", "C", "C", "H", "N", "C"], "xyz": [[-15.36296, -3.81667, 11.05567], [-17.31530, -5.17742, 12.47837], [-13.52018, -3.63359, 5.83339], [-13.35762, -5.76785, 5.17638], [-11.49887, -6.49672, 6.28028], [-17.06108, 1.82584, 8.88435], [-18.62662, -3.10783, 5.37259], [-19.23260, -4.35215, 15.50874], [-14.36088, -5.48809, 7.45571], [-11.01572, -6.99553, 8.99016], [-17.07222, 0.18816, 10.33045], [-10.62464, -5.45835, 10.43782], [-10.94448, -4.16460, 10.90613], [-17.15022, -5.99963, 11.78458], [-15.48820, -5.21305, 5.67815], [-19.12044, -3.77282, 6.49224], [-12.18389, -2.41491, 10.54516], [-14.40221, -2.85746, 11.57001], [-16.46848, -2.11307, 4.48182], [-16.63058, -3.96300, 12.29518], [-16.91450, -3.32290, 6.81564], [-16.29367, -1.92256, 12.98013], [-16.97451, -2.20573, 3.37049], [-16.81315, -2.86423, 13.18484], [-16.23461, -0.02584, 8.11125], [-17.69754, -2.99330, 14.23682], [-12.32921, -5.30662, 8.76320], [-9.82948, -6.02345, 10.92397], [-12.64856, -4.01694, 9.25862], [-15.12091, -2.88874, 4.50750], [-14.99131, -5.14875, 10.65189], [-14.69424, -3.94476, 2.74691], [-14.47972, -2.64707, 5.84765], [-12.66917, -3.51087, 6.51071], [-19.33039, -3.63125, 16.20509], [-16.82330, 0.78722, 9.07720], [-13.47130, -3.18410, 8.70591], [-16.81544, -1.08327, 10.62828], [-13.60756, -6.61932, 4.52074], [-16.09651, -3.20144, 9.70857], [-13.21901, -4.36225, 4.47615], [-18.01859, -4.28733, 8.37380], [-19.14555, -2.81704, 4.46445], [-14.48783, -5.30326, 6.09245], [-16.30336, -1.82385, 9.64304], [-16.39271, -0.92235, 4.63212], [-17.48446, 0.75238, 11.16068], [-14.40098, -3.70957, 3.76847], [-18.38699, -4.22482, 14.44985], [-13.00679, -5.71299, 7.53009], [-19.69325, -5.22262, 15.68641], [-10.36428, -3.76371, 11.72796], [-17.85984, -2.17594, 14.93786], [-12.19799, -4.18059, 4.09914], [-12.39084, -6.03305, 6.33676], [-17.31827, -2.82062, 5.55917], [-20.12547, -4.10013, 6.66616], [-15.25919, -3.06628, 7.78917], [-18.77580, -6.21072, 13.68451], [-11.93158, -3.43799, 10.32741], [-11.29939, -6.01516, 9.37313], [-18.04041, -3.87595, 7.37593], [-15.92407, 0.26722, 7.10712], [-15.96220, -1.28075, 8.45986], [-18.20619, -5.29752, 13.53364]], "mulliken_spin": [0.0037, -0.0005, 0.1487, 0.0082, -0.0014, -0.0001, 0.0206, -0.0010, 0.1829, -0.0004, 0.0089, 0.0064, 0.0033, 0.0000, -0.0094, 0.0006, 0.0006, 0.0045, 0.0028, -0.0043, -0.0349, 0.0000, 0.0002, -0.0001, 0.0081, 0.0003, 0.0316, 0.0005, -0.0090, -0.0278, 0.0017, -0.0002, 0.2328, -0.0017, 0.0001, -0.0025, 0.0338, -0.0057, 0.0068, -0.0564, -0.0043, -0.0026, 0.0003, 0.2117, 0.0070, -0.0011, 0.0002, 0.0624, -0.0016, 0.0086, 0.0001, 0.0001, 0.0000, 0.0123, 0.0436, 0.0014, 0.0006, 2.1425, 0.0000, 0.0018, -0.0007, 0.0288, -0.0009, -0.0618, 0.0002], "charge": 1, "e_homo_ev": [-9.73, -9.73], "multiplicity": 4, "orbital_gap_ev": [5.8, 4.9]}

---

{"formula": "C13H19N3S", "method": "wB97M-V/def2-TZVPD", "species": ["H", "H", "H", "C", "H", "H", "H", "H", "N", "H", "N", "C", "C", "H", "S", "H", "H", "H", "C", "C", "C", "H", "H", "C", "C", "H", "C", "H", "C", "C", "C", "H", "C", "H", "H", "N"], "xyz": [[4.41859, 1.45771, 1.63400], [-0.16618, 1.81464, 1.15242], [-4.25560, 2.76721, 0.36843], [-1.21561, 0.47027, -0.13154], [-2.62568, -1.94185, -0.99448], [4.33876, -0.02275, -0.46262], [3.52202, 2.97784, 1.63089], [3.27634, -1.91368, 0.22375], [2.28686, -0.17803, -0.34079], [1.30117, -3.04837, 0.70948], [1.21741, -2.20999, 0.15663], [3.52774, 1.95143, -0.26960], [-1.10669, 1.60212, 0.66468], [-3.42336, -0.99905, -2.26014], [-1.14246, -2.19577, 1.25540], [2.68076, 2.53334, -0.63658], [0.96946, 1.28123, -1.03960], [2.65680, 1.43460, 1.62832], [3.46400, 0.52625, -0.81922], [-3.49901, 1.00296, -0.56994], [-2.41492, 0.15748, -0.77135], [3.50010, 0.54252, -1.92194], [-2.11048, 3.30658, 1.47345], [2.41596, -1.61539, -0.38436], [-3.39692, 2.12782, 0.22737], [1.05959, -0.17565, -2.07011], [-2.19633, 2.43244, 0.84574], [2.57565, -1.98583, -1.42241], [3.53162, 1.95849, 1.25347], [1.06780, 0.19431, -1.01989], [-2.54014, -1.05971, -1.62985], [-1.65997, -1.18812, -2.25776], [0.05459, -1.53499, 0.32603], [-4.43853, 0.77054, -1.05011], [4.43719, 2.42173, -0.64836], [-0.06563, -0.35120, -0.30782]], "lowdin_charge": [0.0727, 0.1164, 0.1014, -0.2354, 0.0434, 0.1209, 0.0693, 0.1336, -0.1451, 0.1131, 0.0255, -0.2398, -0.0151, 0.0775, 0.6536, 0.0955, 0.1296, 0.0618, -0.2096, -0.0381, -0.2242, 0.1237, 0.1013, -0.1866, -0.0820, 0.1459, -0.0809, 0.1315, -0.1046, -0.1301, -0.0519, 0.0799, -0.8262, 0.1106, 0.1079, -0.0458], "e_above_lowest_kcal_mol": 11.3, "charge": 0, "e_homo_ev": -7.87, "smiles": "CCCN1CNC(=S)N(c2ccccc2C)C1", "orbital_gap_ev": 8.6}